{
  "formula": "C35H74BrFN7O8P2S3",
  "method": "ωB97M-V with the def2-TZVPD basis set",
  "charge": 1,
  "e_tot_ha": -6913.577898,
  "e_homo_ha": -0.3830,
  "max_force_ev_per_a": 10.2,
  "molar_mass_g_mol": 978.07,
  "elements": ["C", "C", "C", "C", "C", "C", "N", "P", "O", "O", "S", "C", "N", "C", "C", "O", "F", "N", "C", "C", "C", "C", "N", "C", "N", "N", "C", "C", "C", "C", "S", "C", "S", "N", "C", "C", "C", "C", "P", "O", "Br", "H", "H", "H", "H", "H", "H", "H", "H", "H", "H", "H", "H", "H", "H", "H", "H", "H", "H", "H", "H", "H", "H", "H", "H", "H", "H", "H", "H", "H", "H", "H", "H", "H", "H", "H", "H", "H", "H", "H", "H", "H", "H", "C", "C", "C", "O", "H", "H", "H", "H", "H", "H", "H", "H", "C", "C", "C", "O", "H", "H", "H", "H", "H", "H", "H", "H", "C", "C", "C", "O", "H", "H", "H", "H", "H", "H", "H", "H", "C", "C", "C", "O", "H", "H", "H", "H", "H", "H", "H", "H"],
  "positions_angstrom": [[-4.364601, -2.857792, 6.368624], [-4.458697, -2.807969, 4.959275], [-4.629320, -2.736801, 3.324229], [-3.142524, -2.571637, 2.588143], [-3.426897, -1.912732, 1.118060], [-2.122086, -1.319822, 0.336222], [-1.048147, -2.379006, 0.239754], [-0.484862, -2.895271, -1.357206], [1.219184, -2.460337, -1.532212], [-0.698897, -4.658198, -1.413806], [-1.440208, -2.197155, -2.890242], [-0.040552, -2.069205, 1.324366], [0.958981, -2.902397, 1.758953], [1.254557, -4.305974, 1.298350], [0.145092, -5.347779, 1.972632], [0.438064, -5.761799, 3.237307], [-1.059569, -5.868933, 1.291284], [-0.396826, -0.663227, 1.844473], [0.652488, 0.101002, 2.586824], [0.900226, -0.313833, 4.150614], [-0.436659, -0.337189, 5.095992], [-0.268016, 0.620175, 6.456285], [-1.180410, 1.836968, 6.366757], [-2.626824, 1.487450, 6.641194], [-3.590347, 2.370245, 6.163368], [-3.105533, 0.235861, 7.378556], [-1.358064, 0.045117, 0.935735], [-0.874124, 0.742211, -0.460862], [0.204234, 1.954151, -0.342651], [-0.302364, 3.348222, -1.116072], [0.979710, 4.711849, -1.121407], [2.149345, 4.575792, 0.363799], [1.504135, 4.704065, 1.968837], [3.615644, 4.395714, 0.044491], [4.411106, 5.675350, 0.152148], [4.629817, 6.241343, 1.674001], [4.247919, 3.234225, 0.772802], [4.067036, 1.902937, -0.201111], [-2.705818, 1.216372, 1.582507], [-3.457287, 0.622391, 3.074649], [-1.820587, 3.245137, 2.265581], [-4.554223, -2.728719, 7.529437], [-5.236411, -3.658652, 2.871877], [-5.312338, -1.787497, 3.104259], [-2.361161, -2.003559, 3.249622], [-2.753661, -3.684946, 2.406382], [-4.325321, -1.151667, 1.239107], [-3.858740, -2.792002, 0.435428], [-2.602552, -0.866315, -0.631748], [1.309261, -1.628275, -2.104780], [0.073383, -5.088262, -1.883206], [1.588945, -2.518858, 2.524367], [1.398240, -4.450692, 0.148914], [2.293554, -4.631934, 1.790627], [1.665942, 0.052193, 1.957905], [0.293066, 1.239308, 2.619717], [1.468691, -1.319107, 4.327800], [1.607463, 0.534838, 4.605541], [-1.421567, 0.028363, 4.583201], [-0.623572, -1.439774, 5.504556], [0.827773, 1.040213, 6.579003], [-0.476356, -0.049791, 7.407939], [-0.840529, 2.622764, 6.967036], [-4.505727, 1.930617, 6.427215], [-2.752938, -0.595653, 6.821488], [-2.503563, 0.220393, 8.252909], [-1.855467, 1.204264, -0.960207], [-0.454374, -0.014003, -1.273324], [0.498216, 2.292344, 0.733878], [1.217549, 1.652529, -0.892139], [-0.543296, 3.079155, -2.246691], [-1.287421, 3.711156, -0.595570], [5.500461, 5.426040, -0.267853], [4.003935, 6.539954, -0.547143], [3.585348, 6.710188, 2.011746], [4.908285, 5.432133, 2.473721], [5.391703, 7.158932, 1.714339], [3.883919, 3.070063, 1.872217], [5.420800, 3.444604, 0.802964], [3.551176, 2.234246, -1.221560], [3.373110, 1.075412, 0.278875], [5.117504, 1.435723, -0.522566], [-4.387649, 1.031386, 3.124674], [-2.131704, 2.136713, -5.846037], [-2.845267, 1.351892, -4.756801], [-4.353983, 1.398020, -4.938333], [-2.505963, 1.895639, -3.483727], [-2.422981, 3.192835, -5.823017], [-1.047246, 2.104997, -5.695618], [-2.359813, 1.732897, -6.837380], [-2.504574, 0.310910, -4.769863], [-4.724184, 2.427972, -4.883105], [-4.854944, 0.839426, -4.140394], [-4.648846, 0.972083, -5.902439], [-2.804695, 2.819931, -3.462988], [0.983986, 6.874650, -6.132300], [-0.320086, 6.115289, -6.317543], [-1.503815, 6.909589, -5.789167], [-0.242681, 4.869290, -5.629793], [1.178051, 7.067323, -5.071176], [1.828612, 6.285783, -6.505832], [0.962280, 7.831652, -6.662900], [-0.469721, 5.894427, -7.379953], [-1.398067, 7.103534, -4.715807], [-2.433969, 6.345708, -5.917806], [-1.600212, 7.867674, -6.309407], [-0.109795, 5.055550, -4.685528], [3.512806, -7.073973, 3.645174], [4.899776, -6.453310, 3.593817], [5.724763, -6.838503, 4.811328], [4.780108, -5.034286, 3.534179], [2.960841, -6.727798, 4.526233], [2.926137, -6.778179, 2.768813], [3.570165, -8.166508, 3.675833], [5.414547, -6.777328, 2.682824], [5.251301, -6.483969, 5.733846], [6.716048, -6.374727, 4.767004], [5.848510, -7.923968, 4.877060], [4.324095, -4.737561, 4.339159], [-1.657547, -3.339998, -7.426638], [-0.236796, -2.806239, -7.516726], [0.782791, -3.932775, -7.465100], [-0.001206, -1.906236, -6.436913], [-1.817545, -3.871127, -6.481615], [-2.380111, -2.517253, -7.452601], [-1.875445, -4.023785, -8.252965], [-0.114186, -2.241109, -8.447039], [0.709423, -4.484998, -6.521401], [1.801142, -3.533006, -7.518425], [0.638157, -4.634411, -8.292540], [-0.107935, -2.399365, -5.606599]],
  "forces_ev_per_a": [[-1.38, 0.81, -9.70], [0.12, -0.37, 8.92], [0.22, 0.48, 1.02], [-0.72, -1.15, -0.39], [-0.29, -1.09, 0.39], [-2.85, 2.11, 0.27], [2.89, 0.72, 1.46], [0.68, -1.09, -2.65], [-2.61, -0.31, 0.69], [2.42, 3.14, 0.67], [0.20, 0.02, 1.12], [-2.22, 2.87, -0.74], [-0.99, 1.67, -0.26], [0.23, -1.59, 0.07], [0.98, -3.13, 6.93], [-2.66, 2.99, -9.42], [4.09, 2.04, 1.94], [2.37, -3.60, -1.25], [1.17, 1.25, 0.67], [0.08, 0.70, 0.70], [-0.19, -0.13, 1.19], [0.56, -0.15, 0.15], [-1.16, -2.04, 1.40], [-3.46, 3.30, -1.79], [3.77, -4.42, 2.18], [3.00, 0.97, -0.80], [-0.12, -2.89, -1.15], [0.41, 1.45, -0.63], [1.12, 1.10, -0.87], [-1.12, -1.81, 0.75], [1.04, -0.62, 0.46], [-0.30, -0.29, 1.95], [1.42, -0.52, -3.46], [-1.55, 0.80, 1.14], [2.03, 0.94, 0.19], [-1.28, 1.22, 0.23], [1.33, -0.89, -0.75], [-0.17, -0.17, -0.59], [-2.17, 0.41, 1.40], [0.30, 1.09, -2.02], [-0.01, -1.48, -0.10], [0.62, -0.39, -3.18], [1.56, 1.85, 1.35], [1.63, -1.91, 0.64], [-1.80, -0.88, -1.25], [-0.64, 2.42, 0.52], [2.24, -1.17, -0.53], [1.01, 1.93, 1.32], [1.51, -1.76, 1.22], [-0.65, -1.67, 0.93], [-1.09, 0.74, 0.49], [-1.21, -0.59, -1.37], [-0.66, 0.64, 2.19], [-2.48, 0.78, -0.88], [-2.01, 0.23, 1.46], [0.72, -2.59, -0.20], [-0.94, 1.72, -0.63], [-1.42, -1.87, -1.26], [1.90, -0.66, 0.62], [0.37, 2.28, -1.10], [-2.15, -0.97, -0.42], [0.41, 1.35, -1.86], [-0.66, -0.99, -0.72], [1.00, 0.47, -0.01], [-0.67, 1.06, 0.74], [-0.97, -0.15, -1.12], [1.96, -1.13, 1.06], [-1.08, 1.27, 2.02], [-0.73, -0.88, -1.91], [-2.16, 0.54, 1.26], [0.70, 0.76, 2.31], [1.90, -0.63, -1.00], [-2.45, 0.38, 0.73], [0.50, -2.00, 1.52], [2.30, -1.06, -0.54], [-0.38, 1.48, -1.77], [-1.49, -2.24, -0.27], [0.49, 0.35, -2.11], [-2.64, -0.28, 0.05], [1.08, -0.56, 2.30], [1.54, 1.58, -0.86], [-2.36, 0.95, 0.99], [2.06, -0.66, -0.21], [0.27, -0.13, -0.07], [-0.32, 0.48, -0.59], [-0.22, -0.27, 0.13], [0.20, 0.13, 0.66], [-0.05, -0.13, -0.01], [-0.19, -0.02, -0.07], [0.03, 0.05, 0.11], [0.05, 0.15, 0.22], [0.12, -0.04, -0.12], [0.07, 0.00, -0.13], [0.01, 0.08, 0.12], [0.07, -0.38, -0.13], [0.28, 0.01, -0.24], [0.12, 0.41, 0.55], [-0.32, 0.01, -0.15], [-0.04, -0.33, 0.14], [-0.15, 0.05, -0.05], [-0.16, 0.09, -0.02], [0.03, -0.09, 0.09], [0.02, -0.19, 0.21], [0.14, 0.06, -0.09], [0.12, 0.08, -0.08], [-0.02, -0.09, 0.11], [0.01, 0.01, -0.42], [-0.08, -0.12, -0.20], [-0.26, -0.29, 0.63], [0.36, -0.04, -0.01], [-0.25, 0.55, -0.22], [0.12, -0.08, -0.01], [0.10, -0.13, 0.06], [-0.07, 0.14, 0.00], [-0.05, 0.28, 0.07], [-0.10, -0.11, -0.10], [-0.14, -0.12, -0.06], [-0.02, 0.14, 0.04], [0.28, -0.24, -0.25], [-0.28, 0.13, -0.19], [-0.13, -0.53, 0.40], [0.33, -0.01, -0.21], [0.07, 0.27, 0.24], [0.13, -0.06, -0.08], [0.13, -0.10, -0.08], [-0.02, 0.06, 0.12], [0.03, 0.10, 0.26], [-0.16, 0.00, -0.07], [-0.17, -0.03, -0.07], [0.04, 0.04, 0.13], [0.00, 0.14, -0.37]]
}